# 1
# CH2N5S

A gas-phase ion, CH2N5S (charge -1) in a non-equilibrium geometry (ωB97M-V with the def2-TZVPD basis set, the Open Molecules 2025 dataset).

Each line ends with the Mulliken charge.
Positions of all 9 atoms, in Å:
N -0.11187 1.46012 0.82560  -0.622
N -0.04974 -0.04899 0.54846  0.508
N -0.91364 -0.87557 1.04921  -0.465
N -0.93194 -1.92557 0.26543  -0.276
N -0.15355 -1.77799 -0.84376  -0.365
C 0.38081 -0.54758 -0.75137  0.189
S 1.52283 0.17977 -1.75083  -0.532
H -0.59354 1.79374 -0.00476  0.278
H 0.85064 1.74208 0.66204  0.285

As for the structure (SMILES): Nn1nnnc1[S-]. As for the charge: -1.

# 2
# C5H15N2

A gas-phase ion, C5H15N2 (charge +1) in a non-equilibrium geometry (ωB97M-V with the def2-TZVPD basis set, the Open Molecules 2025 dataset).

Each line ends with the Mulliken charge.
Positions of all 22 atoms, in Å:
C 0.24083 -2.70618 -1.19866  -0.917
N 0.33053 -1.22683 -1.19723  -0.189
C -0.94271 -0.41154 -0.94708  -0.708
C -0.54608 0.95840 -0.43428  -1.041
C -0.16705 0.98782 1.04902  0.580
C -0.05288 2.39438 1.57156  -1.544
N 1.11846 0.21944 1.23502  -0.669
H 1.24186 -3.08204 -1.39063  0.384
H -0.45268 -3.03294 -1.97478  0.348
H -0.00677 -3.06245 -0.19990  0.354
H 0.81318 -0.93264 -2.04057  0.383
H 0.97160 -0.93070 -0.42904  0.414
H -1.45629 -0.42458 -1.89101  0.419
H -1.45517 -1.02212 -0.20383  0.381
H -1.35576 1.65134 -0.63466  0.455
H 0.25779 1.36533 -1.04888  0.367
H -0.95141 0.44614 1.58557  0.310
H 0.13383 2.47705 2.63697  0.395
H 0.72364 2.93727 1.02072  0.388
H -0.97096 2.93887 1.29759  0.376
H 1.86354 0.88775 1.39172  0.257
H 1.07033 -0.26294 2.13239  0.258

As for the structure (SMILES): C[NH2+]CC[C@H](C)N. As for the charge: +1.

# 3
# C5H4N4OS

C5H4N4OS in the gas phase in a non-equilibrium geometry (ωB97M-V with the def2-TZVPD basis set, the Open Molecules 2025 dataset).

Each line ends with the Mulliken charge.
Positions of all 15 atoms, in Å:
O 2.08983 -0.66466 -2.19889  -0.456
C 1.21133 -0.41142 -1.21358  0.460
N 0.14993 0.25852 -1.50993  -0.614
C -0.64552 0.45136 -0.42329  0.429
N -1.83121 1.10614 -0.39953  -0.036
C -2.28946 1.06973 0.90549  -0.203
N -1.47997 0.42515 1.69966  -0.632
C -0.43039 0.03467 0.88362  0.772
C 0.74883 -0.69636 1.20157  -0.359
S 1.27406 -1.31085 2.63598  -0.371
N 1.52538 -0.86164 0.04784  -0.110
H 2.84071 -1.13604 -1.88559  0.313
H -2.30735 1.52957 -1.19789  0.217
H -3.22272 1.54854 1.22332  0.380
H 2.36656 -1.34270 0.23122  0.211

As for the structure (SMILES): Oc1nc2[nH]cnc2c(=S)[nH]1.

# 4
# C5H15N2O

A gas-phase ion, C5H15N2O (charge +1) in a non-equilibrium geometry (ωB97M-V with the def2-TZVPD basis set, the Open Molecules 2025 dataset).

Each line ends with the Mulliken charge.
Positions of all 23 atoms, in Å:
C -1.58986 -1.24578 -2.29540  -0.851
N -0.94727 0.02045 -1.82633  -0.117
C -1.80936 0.73330 -0.81062  -0.743
C -1.34625 0.29285 0.60063  -0.501
N 0.08303 0.01462 0.58202  -0.152
C 0.89708 0.93092 1.39360  -0.753
C 2.39455 0.42181 1.43887  -0.382
O 2.40762 -0.96933 1.11448  -0.568
H -2.28954 -0.88719 -3.04695  0.370
H -2.06832 -1.84649 -1.51177  0.295
H -0.86949 -2.01197 -2.63707  0.345
H -1.03553 0.63153 -2.64468  0.372
H 0.01568 -0.07049 -1.48818  0.369
H -1.78847 1.80635 -1.02126  0.406
H -2.85817 0.46826 -1.00597  0.384
H -1.81196 -0.68470 0.81052  0.307
H -1.59328 1.02401 1.38951  0.367
H 0.34689 -0.91640 0.87770  0.212
H 0.89997 1.92009 0.93472  0.356
H 0.54339 1.05249 2.41146  0.381
H 2.87372 0.86541 0.54103  0.209
H 2.94829 0.68356 2.31923  0.381
H 2.56299 -1.50218 1.90358  0.310

As for the structure (SMILES): C[NH2+]CCNCCO. As for the charge: +1.

# 5
# C18H21AsN5O4S4Tl

A molecular structure, C18H21AsN5O4S4Tl in a non-equilibrium geometry (ωB97M-V with the def2-TZVPD basis set, the Open Molecules 2025 dataset).

Each line ends with the Mulliken charge.
Positions of all 54 atoms, in Å:
Tl -0.13697 -1.56073 0.05097  0.859
S -4.30330 -1.47560 2.07330  -0.560
As -3.21660 -3.24017 1.48910  0.505
S -3.06881 -3.29244 -0.66315  -0.604
S -1.25377 -3.31667 2.41413  -0.563
S -4.41319 -4.87645 2.19530  -0.385
N 2.16567 0.70218 2.80070  -0.016
C 2.68246 -0.57051 2.57737  0.504
C 3.96387 -0.84696 3.07790  -0.784
C 4.49725 -2.10212 2.87208  -0.270
C 3.75255 -3.05411 2.19082  -1.113
C 2.49325 -2.68938 1.74632  -0.338
N 1.97484 -1.47760 1.92479  0.174
C 0.88752 1.20934 2.60370  0.575
C 0.64072 2.53699 2.98624  -0.717
C -0.64687 3.02694 2.88978  -0.397
C -1.65424 2.19499 2.42229  -0.800
C -1.30296 0.91250 2.03207  -0.215
N -0.06452 0.43489 2.10590  0.100
H 2.80202 1.33484 3.24850  0.146
H 4.52556 -0.08857 3.61208  0.315
H 5.48741 -2.33540 3.24498  0.373
H 4.13911 -4.04589 2.00409  0.406
H 1.86483 -3.39081 1.21023  0.514
H 1.44155 3.16438 3.36237  0.328
H -0.85942 4.04609 3.19065  0.374
H -2.68476 2.51720 2.36379  0.462
H -2.06238 0.21640 1.68595  0.109
O 3.56528 -3.31713 -2.71434  -0.572
C 2.73172 -2.75451 -2.04441  0.506
O 1.77756 -3.05503 -1.34288  -0.448
C 3.04736 -0.88012 -2.12367  0.577
O 3.81360 -0.63418 -3.02808  -0.608
O 2.44755 -0.27489 -1.25844  -0.466
C -0.90123 0.12805 -3.10427  -0.522
C -1.45900 1.17892 -4.10410  -0.724
N -2.22679 2.20195 -3.38821  -0.210
C -1.34611 2.87155 -2.42882  -0.881
C -0.74172 1.83170 -1.44711  0.094
N -1.27884 0.50625 -1.74643  0.114
C -2.73982 0.52558 -1.63370  -0.281
C -3.31445 1.55187 -2.64445  -0.747
H 0.18864 0.06851 -3.14903  0.123
H -1.30717 -0.86571 -3.30483  0.461
H -2.12060 0.72061 -4.84434  0.299
H -0.65118 1.67869 -4.64654  0.351
H -1.94554 3.61563 -1.89561  0.384
H -0.57263 3.40388 -2.99057  0.297
H -0.99502 2.07330 -0.41340  -0.211
H 0.34691 1.78149 -1.52736  0.387
H -2.99978 0.78056 -0.60442  0.154
H -3.10911 -0.48329 -1.81627  0.308
H -3.88320 2.33850 -2.14014  0.336
H -3.97724 1.07450 -3.37084  0.295

As for the charge: -2.

# 6
# C3H5N3OS

C3H5N3OS in the gas phase in a non-equilibrium geometry (ωB97M-V with the def2-TZVPD basis set, the Open Molecules 2025 dataset).

Each line ends with the Mulliken charge.
Positions of all 13 atoms, in Å:
C -1.49990 -1.72871 0.12694  -0.332
N -0.74782 -0.69855 -0.09996  -0.266
O 0.52272 -1.23285 -0.27889  -0.174
C 1.49610 -0.28204 -0.00529  0.429
S 3.00188 -0.58906 -0.26140  -0.283
C 1.09096 0.97348 0.66032  -0.132
N 0.32675 1.94487 0.32058  -0.299
N -0.33827 1.70068 -0.81734  -0.384
H -1.13584 -2.94231 0.36070  0.239
H -2.64802 -1.50725 0.16556  0.270
H 1.65343 1.14069 1.60949  0.326
H -0.91912 2.44386 -0.97345  0.237
H -0.80287 0.77719 -0.80726  0.370

As for the structure (SMILES): C=NOC(=S)/C=N\N.

no.,molecular weight (g mol⁻¹),electronic energy (eV)
1,116.13,-19354.5921
2,103.19,-8402.5474
3,168.18,-24093.6517
4,119.19,-10448.6415
5,778.97,-143522.8348
6,131.16,-20540.0217